Density functional theory data (ωB97M-V/def2-TZVPD) for a 9-piece molecular cluster, C24H72BF4N6O8 overall.

Computed properties:
- LUMO energy (eV) = -2.704
- Kohn-Sham gap (eV) = 8.661
- total charge = +1
- multiplicity = 1
- E_HOMO (eV) = -11.37
- largest force on an atom (eV Å⁻¹) = 3.528

Each line ends with the Löwdin charge.
Geometry (Å):
O  -0.41  -1.27  -2.76  0.27
H  -1.31  -0.94  -2.81  0.06
H  -0.53  -2.17  -3.08  0.15
H  -0.02  -1.30  -1.88  0.07
O  0.92  1.70  3.70  0.30
H  0.32  1.62  4.44  0.17
H  1.01  0.91  3.16  0.07
H  0.65  2.47  3.19  0.12
B  -0.31  -0.20  -0.02  -1.50
F  0.32  0.58  -0.91  0.18
F  0.30  -1.45  -0.13  0.10
F  -0.28  0.22  1.22  0.22
F  -1.57  -0.20  -0.59  0.14
C  -2.22  1.86  -3.14  -0.07
C  -3.44  0.97  -3.26  -0.37
C  -4.51  1.51  -4.25  -0.10
O  -4.11  2.73  -5.00  -0.20
C  -4.77  3.91  -4.67  -0.13
N  -2.88  -0.38  -3.51  0.05
H  -1.51  1.44  -2.43  0.06
H  -2.46  2.88  -2.85  0.07
H  -1.66  1.89  -4.07  0.09
H  -3.84  1.05  -2.25  0.12
H  -5.57  1.57  -3.97  0.12
H  -4.54  0.79  -5.06  0.11
H  -4.33  4.31  -3.75  0.07
H  -5.85  3.91  -4.49  0.09
H  -4.48  4.73  -5.33  0.09
H  -3.49  -1.04  -3.06  0.10
H  -2.94  -0.39  -4.52  0.10
C  -3.92  1.82  2.52  -0.05
C  -3.87  2.96  1.51  -0.45
C  -2.44  3.31  1.16  -0.18
O  -1.49  3.68  2.14  -0.24
C  -1.79  4.68  3.05  -0.11
N  -4.54  2.55  0.30  0.06
H  -3.43  2.11  3.45  0.07
H  -3.56  0.92  2.03  0.08
H  -4.97  1.65  2.74  0.08
H  -4.36  3.81  1.99  0.14
H  -2.48  4.20  0.54  0.13
H  -1.97  2.53  0.57  0.12
H  -1.04  5.45  3.26  0.09
H  -1.92  4.11  3.96  0.09
H  -2.64  5.30  2.76  0.10
H  -5.39  2.04  0.55  0.08
H  -3.92  1.89  -0.15  0.05
C  3.44  -2.18  3.81  -0.03
C  2.93  -0.70  3.46  -0.36
C  4.04  0.11  2.74  -0.18
O  5.20  0.19  3.61  -0.18
C  6.09  1.19  3.09  -0.10
N  1.69  -0.81  2.69  0.04
H  3.10  -2.39  4.83  0.07
H  4.52  -2.25  3.90  0.07
H  2.95  -2.95  3.22  0.06
H  2.72  -0.27  4.44  0.13
H  3.64  1.12  2.68  0.11
H  4.40  -0.30  1.80  0.13
H  6.83  0.83  2.38  0.09
H  6.72  1.59  3.89  0.09
H  5.63  2.08  2.66  0.08
H  1.85  -1.16  1.76  0.08
H  1.18  -1.60  3.07  0.05
C  3.69  -2.01  -2.18  -0.05
C  2.99  -3.36  -2.16  -0.41
C  3.74  -4.43  -1.34  -0.23
O  3.55  -5.67  -1.92  -0.17
C  3.65  -6.77  -1.09  -0.10
N  1.60  -3.21  -1.79  0.05
H  3.17  -1.34  -2.86  0.08
H  4.69  -2.15  -2.61  0.09
H  3.78  -1.55  -1.20  0.07
H  2.88  -3.58  -3.22  0.14
H  3.51  -4.25  -0.30  0.12
H  4.80  -4.21  -1.20  0.12
H  2.75  -6.73  -0.48  0.09
H  4.57  -6.67  -0.51  0.09
H  3.67  -7.72  -1.62  0.09
H  1.61  -2.73  -0.90  0.05
H  1.00  -4.02  -1.68  0.08
C  -1.57  -2.67  3.03  -0.06
C  -0.96  -3.81  2.21  -0.36
C  -1.75  -4.23  0.96  -0.20
O  -1.10  -5.36  0.41  -0.21
C  -1.52  -5.76  -0.87  -0.10
N  0.40  -3.33  1.80  0.06
H  -1.00  -2.34  3.90  0.08
H  -2.59  -2.93  3.31  0.08
H  -1.62  -1.85  2.32  0.07
H  -1.03  -4.68  2.86  0.14
H  -2.00  -3.52  0.17  0.12
H  -2.69  -4.58  1.39  0.12
H  -1.44  -5.01  -1.65  0.07
H  -2.56  -6.06  -0.76  0.09
H  -0.83  -6.58  -1.08  0.10
H  0.44  -2.42  1.37  0.01
H  0.57  -3.92  1.00  0.05
C  2.74  2.80  -0.88  -0.03
C  1.65  3.48  -0.04  -0.40
C  0.47  3.97  -0.87  -0.19
O  0.73  4.71  -2.07  -0.20
C  -0.46  4.89  -2.90  -0.07
N  1.06  2.67  1.00  0.07
H  2.91  3.20  -1.88  0.08
H  2.50  1.79  -1.20  0.07
H  3.66  2.94  -0.32  0.08
H  2.12  4.35  0.42  0.14
H  -0.24  4.56  -0.29  0.12
H  0.06  3.03  -1.26  0.11
H  -0.45  4.01  -3.55  0.08
H  -0.42  5.71  -3.60  0.09
H  -1.28  5.01  -2.19  0.08
H  0.29  3.23  1.36  0.04
H  0.62  1.87  0.57  0.04


Density functional theory data (ωB97M-V/def2-TZVPD) for C24H72N12O14Zn as an isolated structure.

Computed properties:
- LUMO energy (eV) = -3.252
- Kohn-Sham gap (eV) = 5.472
- multiplicity = 1
- E_HOMO (eV) = -8.72
- largest force on an atom (eV Å⁻¹) = 7.616

Each line ends with the Löwdin charge.
Geometry (Å):
Zn  0.91  -2.69  2.85  0.95
O  -0.44  -2.46  0.43  -0.33
C  -0.22  -1.31  -0.38  -0.30
C  1.16  -0.53  -0.21  -0.31
O  1.85  -0.71  1.03  -0.35
H  -1.08  -0.66  -0.22  0.09
H  -0.38  -1.66  -1.40  0.11
H  1.00  0.53  -0.43  0.09
H  1.84  -0.78  -1.02  0.09
C  -2.22  -8.46  -0.10  -0.90
O  -2.67  -9.25  -0.81  0.09
N  -2.27  -8.56  1.16  0.17
N  -1.88  -7.27  -0.51  0.16
H  -2.54  -9.44  1.57  0.13
H  -1.98  -7.70  1.61  0.11
H  -1.73  -6.43  0.02  0.11
H  -1.75  -7.17  -1.51  0.12
C  4.39  2.76  3.95  -0.83
O  4.75  3.53  4.81  0.04
N  3.18  2.49  3.71  0.17
N  5.14  2.11  3.08  0.16
H  2.50  2.93  4.32  0.13
H  2.93  1.68  3.17  0.11
H  4.66  1.35  2.62  0.10
H  6.15  2.19  3.13  0.12
C  6.90  -3.36  1.10  -0.80
O  7.95  -3.93  0.83  0.02
N  6.53  -3.21  2.31  0.16
N  6.02  -2.97  0.18  0.17
H  7.12  -3.69  2.97  0.12
H  5.58  -3.01  2.57  0.11
H  6.08  -3.10  -0.82  0.11
H  5.16  -2.50  0.41  0.10
C  3.77  -2.09  6.57  -0.78
O  3.10  -2.29  5.55  -0.04
N  4.12  -0.91  6.99  0.16
N  4.41  -2.95  7.29  0.16
H  3.76  -0.14  6.43  0.12
H  4.53  -0.80  7.91  0.12
H  4.97  -2.64  8.07  0.12
H  4.35  -3.93  7.04  0.13
C  4.92  -3.46  -4.42  -0.74
O  4.01  -4.04  -3.80  0.00
N  6.16  -3.87  -4.50  0.15
N  4.88  -2.21  -4.84  0.15
H  6.82  -3.52  -5.19  0.11
H  6.28  -4.81  -4.15  0.12
H  5.71  -1.74  -5.17  0.10
H  4.09  -1.58  -4.82  0.11
C  -1.55  0.99  4.78  -0.78
O  -1.09  -0.13  4.41  -0.06
N  -1.87  1.29  6.00  0.17
N  -1.91  1.92  3.97  0.17
H  -1.42  0.55  6.51  0.13
H  -1.77  2.29  6.11  0.12
H  -1.78  1.77  2.97  0.13
H  -2.05  2.85  4.33  0.11
C  -3.91  -2.68  -4.81  -0.11
C  -4.46  -3.45  -5.90  -0.38
O  -4.83  -2.70  -7.02  -0.06
H  -3.55  -3.20  -3.92  0.08
H  -4.47  -1.78  -4.56  0.08
H  -2.94  -2.27  -5.06  0.07
H  -5.34  -3.98  -5.52  0.11
H  -3.72  -4.19  -6.21  0.11
H  -5.31  -3.25  -7.64  0.09
C  -1.61  4.87  -4.90  -0.10
C  -0.91  3.61  -4.47  -0.37
O  0.31  4.08  -4.05  -0.06
H  -1.69  5.65  -4.14  0.08
H  -2.65  4.76  -5.19  0.07
H  -1.08  5.20  -5.79  0.08
H  -0.81  2.86  -5.25  0.12
H  -1.48  3.13  -3.68  0.10
H  0.94  3.36  -4.15  0.09
C  -6.94  -4.37  1.66  -0.07
C  -5.73  -3.56  1.48  -0.54
C  -5.74  -2.14  2.21  -0.04
O  -4.64  -4.16  2.04  -0.03
H  -7.89  -3.91  1.38  0.09
H  -7.05  -4.68  2.70  0.09
H  -6.79  -5.31  1.12  0.09
H  -5.63  -3.35  0.42  0.13
H  -6.05  -2.12  3.25  0.07
H  -6.34  -1.38  1.71  0.06
H  -4.78  -1.62  2.17  0.06
H  -3.93  -3.67  1.61  0.09
C  -6.57  2.10  -1.69  -0.07
C  -6.23  3.47  -1.10  -0.52
C  -7.40  4.02  -0.26  -0.05
O  -5.06  3.27  -0.37  -0.03
H  -7.44  2.02  -2.34  0.09
H  -6.55  1.47  -0.79  0.09
H  -5.78  1.82  -2.39  0.08
H  -6.20  4.06  -2.01  0.13
H  -7.53  3.50  0.69  0.08
H  -8.34  4.04  -0.81  0.08
H  -7.29  5.05  0.10  0.07
H  -4.72  2.50  -0.84  0.07
C  6.63  2.12  -2.13  -0.04
C  5.72  2.59  -3.35  -0.43
C  6.31  2.32  -4.84  -0.04
O  4.40  2.04  -3.21  -0.06
H  6.05  2.24  -1.22  0.06
H  7.59  2.64  -2.08  0.08
H  6.77  1.06  -2.31  0.07
H  5.76  3.68  -3.37  0.11
H  7.22  2.90  -5.00  0.07
H  5.53  2.77  -5.45  0.06
H  6.38  1.31  -5.23  0.05
H  4.29  1.80  -2.28  0.07
C  -0.43  7.33  2.97  -0.04
C  -1.18  6.49  1.91  -0.53
C  -0.30  5.47  1.28  -0.06
O  -2.44  6.11  2.34  -0.04
H  0.46  7.86  2.63  0.08
H  -0.07  6.71  3.79  0.07
H  -0.98  8.11  3.51  0.07
H  -1.50  7.03  1.02  0.13
H  0.13  5.85  0.35  0.09
H  -0.97  4.67  0.97  0.07
H  0.47  5.03  1.90  0.08
H  -2.80  5.50  1.70  0.08


Density functional theory data (ωB97M-V/def2-TZVPD) for a 11-piece molecular cluster, C24H72N2O19 overall.

Computed properties:
- LUMO energy (eV) = -0.061
- relative energy (zero: lowest compared OMol25 entry of this formula, charge and spin) (kcal/mol) = 0.0
- Kohn-Sham gap (eV) = 8.778
- multiplicity = 1
- E_HOMO (eV) = -8.84
- SMILES = COC[C@H](C)N.COC[C@H](C)N.OCCO.OCCO.OCCO.OCCO.OCCO.OCCO.OCCO.OCCO.O
- largest force on an atom (eV Å⁻¹) = 2.100

Each line ends with the Löwdin charge.
Geometry (Å):
C  3.82  -15.58  -38.83  -0.08
O  3.94  -16.41  -37.70  -0.21
C  3.64  -15.77  -36.48  -0.21
C  2.92  -16.71  -35.54  -0.39
C  1.60  -17.21  -36.12  -0.04
N  2.63  -15.93  -34.30  0.06
H  3.81  -16.25  -39.69  0.10
H  4.65  -14.86  -38.87  0.06
H  2.91  -14.97  -38.81  0.09
H  4.58  -15.52  -35.95  0.09
H  3.09  -14.84  -36.62  0.12
H  3.59  -17.54  -35.29  0.13
H  1.06  -17.82  -35.39  0.08
H  1.74  -17.81  -37.02  0.08
H  0.98  -16.36  -36.40  0.08
H  3.55  -15.72  -33.90  0.04
H  2.22  -16.59  -33.65  0.09
C  6.58  -17.33  -34.05  -0.12
O  6.75  -18.36  -34.98  -0.18
C  7.06  -17.90  -36.29  -0.20
C  6.59  -18.94  -37.25  -0.45
C  7.07  -18.70  -38.68  -0.06
N  5.14  -19.14  -37.20  0.06
H  7.53  -16.81  -33.84  0.07
H  6.24  -17.76  -33.11  0.10
H  5.80  -16.60  -34.34  0.06
H  6.57  -16.93  -36.47  0.11
H  8.15  -17.77  -36.36  0.13
H  7.02  -19.90  -36.91  0.14
H  8.16  -18.73  -38.74  0.07
H  6.70  -17.75  -39.08  0.07
H  6.68  -19.50  -39.31  0.08
H  4.71  -18.26  -37.51  0.05
H  4.88  -19.26  -36.23  0.06
O  6.65  -8.80  -33.52  -0.04
C  6.52  -9.89  -34.41  -0.26
C  5.22  -9.70  -35.11  -0.23
O  4.85  -10.82  -35.93  -0.07
H  7.56  -8.51  -33.47  0.09
H  7.31  -9.91  -35.16  0.13
H  6.54  -10.83  -33.86  0.11
H  5.27  -8.81  -35.75  0.13
H  4.41  -9.52  -34.39  0.11
H  4.08  -10.58  -36.46  0.10
O  2.99  -11.15  -30.70  -0.10
C  2.14  -11.23  -29.54  -0.23
C  1.87  -9.87  -28.94  -0.25
O  0.95  -9.11  -29.72  -0.07
H  2.63  -10.45  -31.26  0.03
H  1.20  -11.69  -29.86  0.12
H  2.67  -11.88  -28.85  0.11
H  2.84  -9.34  -28.90  0.12
H  1.48  -9.99  -27.93  0.12
H  1.31  -9.15  -30.62  0.03
O  6.44  -14.36  -38.45  -0.08
C  6.40  -13.89  -37.11  -0.24
C  7.43  -12.83  -36.77  -0.25
O  7.18  -11.58  -37.37  -0.06
H  7.25  -14.88  -38.56  0.10
H  5.40  -13.46  -36.96  0.12
H  6.51  -14.72  -36.40  0.10
H  8.43  -13.15  -37.10  0.12
H  7.48  -12.75  -35.68  0.10
H  6.55  -11.12  -36.80  0.03
O  3.91  -16.04  -31.29  -0.09
C  4.28  -15.75  -29.95  -0.25
C  3.51  -16.63  -29.05  -0.25
O  2.11  -16.37  -29.19  -0.06
H  4.32  -15.38  -31.87  0.03
H  5.37  -15.89  -29.89  0.09
H  4.12  -14.69  -29.73  0.13
H  3.71  -16.40  -28.01  0.12
H  3.70  -17.68  -29.28  0.12
H  1.79  -16.82  -29.98  0.08
O  1.65  -11.65  -36.22  -0.10
C  1.03  -12.41  -37.26  -0.24
C  -0.39  -11.94  -37.45  -0.26
O  -1.14  -12.84  -38.25  -0.06
H  2.18  -12.25  -35.65  0.04
H  1.62  -12.30  -38.18  0.12
H  1.00  -13.48  -37.02  0.11
H  -0.43  -10.92  -37.85  0.12
H  -0.86  -11.89  -36.46  0.11
H  -1.06  -12.56  -39.16  0.08
O  2.06  -8.96  -32.40  -0.09
C  1.39  -9.24  -33.65  -0.20
C  0.09  -9.90  -33.36  -0.24
O  -0.82  -8.93  -32.88  -0.04
H  2.74  -8.29  -32.54  0.11
H  1.26  -8.38  -34.30  0.13
H  1.99  -9.98  -34.19  0.10
H  0.24  -10.70  -32.63  0.13
H  -0.27  -10.36  -34.29  0.11
H  -1.73  -9.25  -32.97  0.09
O  5.23  -14.75  -33.30  -0.14
C  5.30  -13.31  -33.31  -0.18
C  3.90  -12.72  -33.30  -0.22
O  3.17  -13.12  -34.43  -0.09
H  6.12  -15.08  -33.09  0.04
H  5.89  -12.90  -32.49  0.13
H  5.70  -13.03  -34.29  0.10
H  4.11  -11.65  -33.34  0.11
H  3.32  -12.96  -32.41  0.12
H  2.95  -14.07  -34.32  0.05
O  10.39  -13.15  -29.83  -0.06
C  9.04  -13.61  -29.85  -0.24
C  8.89  -14.92  -29.10  -0.22
O  7.61  -15.47  -29.48  -0.09
H  10.72  -13.18  -28.92  0.09
H  8.39  -12.85  -29.42  0.13
H  8.78  -13.79  -30.88  0.09
H  8.89  -14.74  -28.02  0.12
H  9.69  -15.60  -29.40  0.13
H  7.59  -16.41  -29.32  0.09
O  7.94  -15.18  -32.67  -0.05
H  7.93  -15.61  -31.80  0.05
H  8.85  -14.93  -32.82  0.08


Density functional theory data (ωB97M-V/def2-TZVPD) for a 9-piece molecular cluster, C24H72N6O9 overall.

Computed properties:
- LUMO energy (eV) = 0.620
- relative energy (zero: lowest compared OMol25 entry of this formula, charge and spin) (kcal/mol) = 41.2
- Kohn-Sham gap (eV) = 9.499
- multiplicity = 1
- E_HOMO (eV) = -8.88
- SMILES = COC[C@H](C)N.COC[C@H](C)N.COC[C@H](C)N.COC[C@H](C)N.COC[C@H](C)N.COC[C@H](C)N.O.O.O
- largest force on an atom (eV Å⁻¹) = 2.909

Each line ends with the Löwdin charge.
Geometry (Å):
C  -4.82  7.16  19.55  -0.11
O  -6.10  7.28  20.12  -0.21
C  -6.99  6.35  19.45  -0.20
C  -8.44  6.62  19.83  -0.41
C  -9.35  5.74  18.92  -0.03
N  -8.63  8.03  19.68  0.03
H  -4.37  8.11  19.72  0.07
H  -4.99  7.02  18.51  0.06
H  -4.34  6.29  20.02  0.10
H  -6.89  6.45  18.34  0.13
H  -6.75  5.31  19.77  0.13
H  -8.66  6.27  20.83  0.13
H  -10.32  6.10  19.24  0.05
H  -9.37  4.67  19.12  0.07
H  -9.15  5.89  17.88  0.06
H  -8.94  8.47  18.76  0.08
H  -7.84  8.57  19.97  0.08
C  -11.78  7.21  15.69  -0.09
O  -11.01  8.06  14.86  -0.17
C  -9.78  8.43  15.46  -0.23
C  -8.79  8.49  14.36  -0.44
C  -8.22  7.13  13.99  -0.06
N  -7.71  9.44  14.66  0.05
H  -12.65  6.90  15.15  0.09
H  -12.08  7.66  16.61  0.06
H  -11.10  6.41  15.91  0.08
H  -9.82  9.41  15.89  0.08
H  -9.51  7.85  16.33  0.11
H  -9.29  8.89  13.51  0.14
H  -7.67  7.33  13.10  0.05
H  -9.13  6.43  13.83  0.11
H  -7.54  6.67  14.73  0.08
H  -7.99  10.40  14.57  0.03
H  -7.34  9.42  15.63  0.06
C  -9.44  12.94  22.62  -0.11
O  -9.09  13.60  21.42  -0.20
C  -7.98  13.10  20.62  -0.16
C  -7.88  13.94  19.35  -0.42
C  -7.83  15.47  19.66  -0.04
N  -8.98  13.66  18.45  0.05
H  -9.74  11.89  22.58  0.09
H  -10.24  13.56  23.07  0.09
H  -8.63  13.02  23.36  0.08
H  -7.09  13.13  21.21  0.11
H  -8.13  12.07  20.32  0.11
H  -6.93  13.74  18.87  0.10
H  -8.80  15.87  19.78  0.05
H  -7.44  16.01  18.78  0.08
H  -7.26  15.71  20.53  0.07
H  -9.14  12.64  18.34  0.03
H  -9.86  14.02  18.95  0.09
C  -2.68  12.77  18.91  -0.12
O  -3.96  12.29  18.75  -0.20
C  -4.49  12.52  17.50  -0.24
C  -5.71  11.69  17.30  -0.44
C  -5.64  10.25  17.79  -0.04
N  -6.24  11.89  15.96  0.03
H  -2.35  12.59  19.93  0.09
H  -2.55  13.83  18.62  0.10
H  -2.08  12.27  18.15  0.08
H  -4.70  13.65  17.51  0.15
H  -3.75  12.25  16.68  0.15
H  -6.55  12.10  17.93  0.12
H  -4.89  9.62  17.26  0.10
H  -6.61  9.76  17.88  0.06
H  -5.26  10.32  18.82  0.08
H  -5.85  11.35  15.18  0.09
H  -6.16  12.91  15.76  0.11
C  -12.79  3.49  19.08  -0.14
O  -13.68  4.58  19.09  -0.18
C  -13.30  5.40  20.23  -0.20
C  -14.21  6.62  20.36  -0.47
C  -14.20  7.43  19.00  -0.05
N  -13.81  7.28  21.56  0.03
H  -12.98  2.91  18.15  0.10
H  -12.91  2.78  19.96  0.10
H  -11.73  3.77  19.12  0.06
H  -13.40  4.85  21.17  0.13
H  -12.26  5.79  20.14  0.11
H  -15.25  6.21  20.40  0.14
H  -14.49  6.75  18.14  0.09
H  -13.14  7.60  18.87  0.04
H  -14.84  8.29  19.16  0.07
H  -12.80  7.55  21.48  0.07
H  -14.27  8.20  21.65  0.08
C  -12.89  15.96  18.75  -0.15
O  -12.25  14.84  18.31  -0.20
C  -13.10  13.76  17.88  -0.18
C  -12.21  12.56  17.71  -0.42
C  -12.79  11.54  16.78  -0.05
N  -11.85  12.01  19.06  0.07
H  -13.25  16.63  17.97  0.09
H  -12.15  16.59  19.26  0.09
H  -13.65  15.72  19.49  0.09
H  -13.89  13.59  18.58  0.12
H  -13.57  14.13  16.92  0.15
H  -11.29  12.99  17.27  0.11
H  -12.84  11.96  15.76  0.09
H  -13.74  11.15  17.15  0.09
H  -12.08  10.69  16.68  0.08
H  -11.88  12.82  19.62  0.05
H  -12.55  11.38  19.47  0.09
O  -9.40  10.42  18.48  -0.08
H  -9.34  10.99  17.67  0.02
H  -10.08  10.88  18.93  -0.04
O  -9.21  11.88  15.74  -0.07
H  -8.28  12.07  15.80  -0.02
H  -9.75  12.67  15.90  0.04
O  -11.11  8.97  20.69  -0.10
H  -11.34  9.27  19.79  0.01
H  -10.26  8.50  20.55  -0.01


What is the multiplicity in the second record? 1


Which of these has the highest Kohn-Sham gap? C24H72N6O9